Here is a structure of composition C25H31GeO2PPtSe from the OMol25 dataset. Energies are from ωB97M-V with the def2-TZVPD basis set.

Element x y z (Å)
Pt -0.45 0.26 -0.66
Se -1.36 -2.12 -0.28
Ge -2.24 -4.61 -2.22
P -0.22 2.14 -1.87
O -1.44 0.83 1.21
O 0.65 0.27 1.07
C 1.01 0.13 -2.09
C 0.76 4.54 -1.13
C -0.03 -3.01 0.82
C -1.67 1.18 -2.37
C -0.52 6.57 -1.16
C -1.02 -3.06 -1.95
C -1.64 5.90 -1.62
C 1.88 -0.88 -2.42
C -1.52 -5.61 -3.72
C 2.96 0.65 -3.98
C -0.15 0.86 3.26
C -2.79 -0.35 -3.87
C 2.85 -0.60 -3.38
C -1.58 4.53 -1.85
C 1.13 1.39 -2.68
C -2.31 -5.65 -0.58
C -3.94 -0.28 -3.07
C -0.37 3.87 -1.60
C -3.97 -3.80 -2.63
C -2.86 1.26 -1.58
C -1.67 0.36 -3.53
C -0.34 0.66 1.81
C 0.67 5.90 -0.91
C 2.09 1.68 -3.64
C -3.97 0.51 -1.93
H -1.18 -2.34 -2.75
H -0.58 7.64 -0.98
H 0.01 -0.11 3.74
H -2.56 6.43 -1.82
H 0.95 -2.92 0.35
H -4.75 -4.56 -2.66
H 1.54 6.45 -0.55
H -3.01 -6.48 -0.71
H 2.18 2.66 -4.08
H -2.66 -5.05 0.26
H -1.34 -6.08 -0.34
H 3.55 -1.38 -3.67
H -4.82 -0.85 -3.34
H 1.82 -1.86 -1.97
H -4.24 -3.07 -1.86
H -0.78 0.31 -4.14
H 0.04 -3.34 -1.95
H -0.02 -2.53 1.80
H -0.33 -4.05 0.92
H -3.93 -3.31 -3.60
H -1.02 1.34 3.70
H -2.80 -0.96 -4.76
H 3.74 0.82 -4.71
H -1.39 -4.97 -4.59
H -2.44 4.00 -2.23
H -2.88 1.87 -0.69
H -2.20 -6.42 -3.99
H 1.69 4.01 -0.94
H -4.86 0.55 -1.31
H -0.56 -6.05 -3.47
H 0.74 1.46 3.43

## Properties
Charge ... +2
Kohn-Sham gap ... 6.193 eV
DFT total energy ... -164905.4433 eV
HOMO level ... -14.33 eV
Largest force on an atom ... 0.5 eV/Å

Here is the molecule C6H10 from the OMol25 dataset. Energies are from ωB97M-V with the def2-TZVPD basis set.

Element x y z (Å)
C -1.24 1.22 0.32
C -0.19 -1.10 -0.81
C 0.03 1.27 -0.08
C 1.77 -0.43 0.42
C 0.72 0.07 -0.62
C -2.06 0.03 0.20
H -3.13 0.27 0.26
H 1.26 0.34 -1.54
H -0.37 -1.71 0.06
H 0.60 2.19 -0.02
H 2.51 0.35 0.63
H -1.73 2.15 0.63
H 0.16 -1.76 -1.62
H 2.31 -1.32 0.07
H -1.90 -0.88 0.74
H 1.26 -0.69 1.35

## Properties
Charge ... 0
Kohn-Sham gap (alpha / beta) ... 8.277 / 8.240 eV
DFT total energy ... -6379.8914 eV
HOMO level (alpha / beta) ... -8.18 / -7.87 eV
Largest force on an atom ... 0.9 eV/Å

Here is the molecule C18H15Cl4N3OS2 in a non-equilibrium geometry from the OMol25 dataset. Energies are from ωB97M-V with the def2-TZVPD basis set.

Element x y z (Å)
Cl -1.18 -2.27 1.17
Cl 0.26 -3.95 -3.77
Cl 1.24 1.72 3.55
Cl -2.57 3.56 0.20
S -0.03 2.01 -0.57
S 2.20 -3.43 -1.13
O -0.44 0.95 -1.49
N 2.10 -0.70 -0.99
N 1.84 -0.38 1.16
N 1.94 -1.69 0.96
C -2.32 -1.23 -2.48
C -1.30 -2.21 -0.55
C 0.03 4.11 3.82
C -1.58 3.76 1.61
C -2.20 -1.32 -1.11
C -1.68 4.93 2.34
C 2.19 -0.48 -2.41
C 1.94 0.23 0.00
C -1.55 -2.04 -3.30
C 2.09 -1.89 -0.32
C 1.79 1.67 -0.21
C -0.87 5.10 3.45
C 0.48 -4.00 -0.76
C -0.71 2.73 1.96
C -0.64 1.51 1.12
C -0.67 -2.94 -2.73
C -0.51 -3.05 -1.34
C 0.11 2.94 3.07
H -2.37 5.70 2.04
H 3.08 0.10 -2.65
H 0.42 -4.98 -1.22
H -0.93 6.00 4.03
H 0.39 -4.07 0.32
H 2.26 -1.45 -2.90
H -3.01 -0.52 -2.92
H 0.66 4.23 4.68
H -2.80 -0.69 -0.47
H 2.04 2.23 0.68
H 2.34 2.02 -1.07
H -1.64 1.10 0.93
H -1.63 -1.98 -4.37
H 1.30 0.04 -2.76
H 0.01 0.74 1.53

## Properties
Charge ... 0
Kohn-Sham gap ... 9.190 eV
DFT total energy ... -97187.3835 eV
HOMO level ... -8.70 eV
Largest force on an atom ... 1.6 eV/Å

Here is a structure of composition C32H24BrN8O7Ta in a non-equilibrium geometry from the OMol25 dataset. Energies are from ωB97M-V with the def2-TZVPD basis set.

Element x y z (Å)
Ta 0.62 1.11 -0.15
Br 0.12 4.54 0.80
O 1.67 -2.03 1.31
O 3.95 3.04 -1.33
O 2.94 -3.61 0.54
O 2.18 2.27 -0.17
O 7.96 0.26 0.55
O 7.60 -1.81 1.04
O 1.89 -0.17 -0.74
N 0.05 1.12 -2.24
N -0.79 -0.29 0.05
N -0.37 -0.02 -2.85
N 7.26 -0.71 0.68
N 2.66 -2.45 0.74
N 0.43 1.33 1.96
N -1.34 2.50 -0.34
N -0.47 0.70 2.77
C -3.65 4.00 -0.73
C -4.13 -0.91 1.54
C -1.41 3.78 0.04
C 5.38 0.68 -0.11
C -0.67 -1.43 -0.82
C 5.82 -0.54 0.36
C 3.18 -0.26 -0.27
C -5.16 -0.39 3.79
C -3.08 -0.88 0.65
C -0.03 -4.90 -3.31
C 4.97 -1.60 0.61
C -0.29 -3.70 -2.45
C -2.43 1.97 -0.94
C -0.03 0.73 4.03
C -0.73 -2.71 -0.28
C 1.43 1.76 2.77
C -2.78 0.17 3.18
C -0.46 1.59 -4.37
C -0.69 0.25 -4.12
C 0.00 2.09 -3.16
C 4.03 0.82 -0.40
C -0.42 -1.30 -2.19
C -1.85 -0.33 1.00
C 3.45 2.16 -0.73
C -3.58 2.68 -1.15
C -4.00 -0.38 2.83
C -0.22 -2.42 -2.98
C -2.54 4.57 -0.12
C -0.56 -3.82 -1.09
C -1.71 0.18 2.29
C 3.63 -1.43 0.31
C 1.17 1.40 4.08
H -1.07 -0.52 -4.77
H -0.60 0.25 4.82
H -0.44 -5.80 -2.85
H -4.54 4.59 -0.88
H -0.48 -4.78 -4.30
H 1.04 -5.05 -3.45
H -0.89 -2.83 0.78
H -2.34 0.94 -1.25
H 6.07 1.50 -0.22
H 5.34 -2.53 1.03
H -4.87 -0.02 4.77
H -0.60 2.12 -5.29
H -2.53 5.60 0.21
H 2.26 2.30 2.35
H -2.67 0.62 4.16
H -5.54 -1.40 3.92
H 0.03 -2.29 -4.03
H -4.42 2.20 -1.63
H -3.21 -1.29 -0.34
H 0.31 3.10 -2.90
H 1.78 1.59 4.95
H -0.60 -4.81 -0.64
H -5.97 0.23 3.42
H -5.07 -1.35 1.24

## Properties
Charge ... +2
Kohn-Sham gap ... 6.808 eV
DFT total energy ... -131404.8431 eV
HOMO level ... -13.88 eV
Largest force on an atom ... 1.1 eV/Å

Here is a cluster of 5 separate species, C20H25F15O10 in total in a non-equilibrium geometry from the OMol25 dataset. Energies are from ωB97M-V with the def2-TZVPD basis set.

Element x y z (Å)
F 3.55 2.99 -1.16
F -0.63 -7.60 -3.31
F -4.11 2.29 4.86
F -6.91 5.83 0.10
F -0.59 -2.55 1.63
F -3.02 1.97 3.01
F -1.12 -0.48 2.03
F -1.42 -6.35 -4.89
F 4.49 1.50 -2.42
F -6.55 4.93 -1.83
F -2.76 -7.49 -3.64
F 0.85 -1.23 2.57
F -5.30 6.55 -1.16
F 4.02 3.46 -3.22
F -1.95 2.31 4.85
O -4.38 4.80 0.92
O -3.98 -0.46 4.22
O -1.89 -0.27 4.99
O 5.95 4.57 -1.60
O -1.18 -4.53 -3.08
O -0.46 -0.68 -0.63
O 1.65 -0.93 0.14
O -4.93 3.33 -0.68
O -2.22 -5.80 -1.54
O 6.67 2.45 -1.39
C -3.02 1.73 4.34
C -0.43 -1.96 5.81
C 0.34 -0.91 0.23
C -2.51 -2.59 -2.54
C -3.04 0.20 4.53
C -1.64 -6.78 -3.65
C 5.80 3.39 -1.68
C -1.24 -3.37 -2.23
C 7.98 2.89 -1.02
C -5.96 5.46 -0.77
C 2.66 -2.20 -1.70
C -0.13 -1.29 1.65
C -1.75 -1.68 5.12
C -2.63 2.55 -0.52
C 8.95 1.76 -1.26
C 4.44 2.82 -2.14
C 2.23 -0.83 -1.18
C -4.06 2.35 -0.10
C -1.73 -5.63 -2.62
C -4.98 4.49 -0.06
H -2.60 -2.40 -3.61
H -3.38 -3.13 -2.17
H -1.24 -3.61 -1.17
H 1.85 -2.93 -1.65
H 8.05 3.25 0.01
H 8.25 3.74 -1.64
H -2.55 -2.10 5.73
H -1.79 -2.17 4.15
H 9.94 2.08 -0.92
H -0.34 -3.04 5.99
H 8.97 1.50 -2.32
H -2.48 -1.63 -2.03
H -4.41 1.38 -0.46
H 3.10 -0.18 -1.06
H 1.59 -0.31 -1.88
H -0.35 -1.45 6.77
H -0.35 -2.80 -2.48
H -2.02 1.76 -0.08
H -2.51 2.55 -1.61
H -2.25 3.52 -0.19
H 0.44 -1.65 5.23
H 2.92 -2.05 -2.74
H 3.54 -2.53 -1.15
H -4.14 2.32 0.98
H 8.71 0.86 -0.69

## Properties
Charge ... 0
Kohn-Sham gap ... 11.430 eV
SMILES ... CCOC(=O)C(F)(F)F.CCOC(=O)C(F)(F)F.CCOC(=O)C(F)(F)F.CCOC(=O)C(F)(F)F.CCOC(=O)C(F)(F)F
DFT total energy ... -82384.5556 eV
HOMO level ... -11.13 eV
Largest force on an atom ... 1.3 eV/Å

Here is a structure of composition C27H44O25Rb2 in a non-equilibrium geometry from the OMol25 dataset. Energies are from ωB97M-V with the def2-TZVPD basis set.

Element x y z (Å)
Rb -0.11 3.52 -5.32
Rb 3.40 1.54 -4.29
O -5.57 -3.36 -5.71
O -2.84 -5.82 3.97
O -4.22 -4.03 3.74
O -4.48 -1.55 -5.36
O -1.34 5.71 -1.33
O 5.73 3.38 -0.80
O 2.39 -3.49 2.83
O 1.85 -4.97 4.39
O -2.92 0.29 -1.11
O -3.58 -3.44 -4.58
O -1.21 -0.23 1.25
O -0.53 -3.78 -1.24
O -1.89 -3.67 0.69
O 1.33 4.29 3.04
O 6.21 2.19 -2.73
O 0.82 6.57 -1.43
O 0.96 6.49 3.24
O -1.84 -3.88 4.06
O 1.81 5.70 1.24
O -0.07 -5.07 0.48
O -1.07 7.77 -1.83
O 2.40 1.25 -1.23
O 1.75 -2.73 4.92
O 0.76 1.52 -3.62
O 5.75 1.08 -0.93
C -0.92 -4.08 0.05
C 2.41 -2.27 2.23
C -1.35 -3.20 -2.22
C 2.05 -3.64 4.15
C -1.67 0.55 -1.10
C -1.18 0.98 -2.31
C 0.61 0.36 -0.07
C -0.52 9.10 -1.88
C -4.48 -2.83 -5.12
C -0.38 -5.89 1.57
C 0.98 -5.35 5.36
C -5.61 -4.68 -6.00
C 6.53 3.39 -3.52
C 5.92 2.31 -1.42
C -1.79 -2.42 4.19
C 1.26 0.79 -1.26
C -3.91 -6.79 4.36
C 5.47 0.94 0.45
C 1.33 5.49 2.36
C -3.41 -0.77 -4.99
C -1.00 4.33 -1.27
C 0.83 7.89 2.87
C 0.30 1.06 -2.57
C 1.53 3.03 2.32
C -0.40 6.67 -1.51
C -0.74 0.17 0.09
C -3.08 -4.51 3.89
H 2.33 2.49 2.82
H -0.87 -5.41 2.41
H 0.66 8.48 3.77
H 0.64 -6.34 5.06
H 1.42 -5.67 6.30
H 0.57 2.55 2.12
H -1.01 -6.74 1.31
H 1.78 8.22 2.47
H -3.67 0.18 -5.44
H 6.25 1.44 1.02
H -2.08 -3.92 -2.59
H 1.57 -2.22 1.53
H 0.57 -6.15 2.04
H -4.73 -6.69 3.65
H 0.09 -4.74 5.47
H -5.41 -5.19 -5.06
H -0.04 8.08 2.23
H 6.15 3.33 -4.54
H 0.04 4.11 -1.52
H -1.86 1.12 -3.14
H 2.20 -1.46 2.93
H -4.81 -4.99 -6.68
H 1.30 0.14 0.73
H 6.09 4.27 -3.05
H 7.61 3.52 -3.53
H -3.46 -0.60 -3.91
H -1.89 -2.34 -1.82
H -0.74 -2.24 4.42
H 5.58 -0.11 0.68
H 4.43 1.26 0.56
H -4.24 -6.51 5.36
H 0.15 9.35 -1.06
H -2.13 -1.83 3.35
H -0.79 -2.98 -3.14
H 1.91 3.19 1.31
H 0.01 9.19 -2.82
H -6.57 -5.05 -6.36
H 3.37 -1.98 1.80
H -1.15 3.92 -0.27
H -2.29 -2.18 5.13
H -1.78 3.85 -1.85
H -3.67 -7.86 4.38
H -1.28 9.88 -1.84
H -2.50 -1.31 -5.26

## Properties
Charge ... 0
Kohn-Sham gap ... 3.959 eV
DFT total energy ... -81204.6656 eV
HOMO level ... -6.19 eV
Largest force on an atom ... 6.4 eV/Å

In the order shown, the computed energy relative to the best compared isomer or geometry (same formula, charge and spin) values come out to 10.5, 91.5, 0.0, 10.8, 5.7, 0.0 kcal/mol.